52
Properties=species:S:1:pos:R:3:forces:R:3:mulliken_charge:R:1 method="wB97M-V/def2-TZVPD" total_charge=0 homo_lumo_gap_ev=7.757 smiles="[H]/N=C(/N)NCCCCC1=C([C@@H](I)CC)C(=O)OC1=O.CCOC(=O)OC" max_force_ev_per_a=9.5
H 4.821 1.103 2.184 0.3 0.5 0.9 0.33
N 4.969 1.934 2.798 0.2 -2.1 5.4 -0.67
C 5.080 1.516 4.111 -0.3 2.1 -3.5 0.33
N 5.330 2.606 5.166 -1.4 -2.5 -1.6 -0.56
N 4.996 0.052 4.481 0.3 2.1 1.4 -0.38
C 3.728 -0.241 5.254 -0.8 -0.8 0.8 -0.54
C 2.362 -0.028 4.313 1.3 -0.2 1.2 -0.06
C 1.475 -1.395 4.497 -0.3 0.4 0.8 -0.78
C 0.109 -1.463 3.588 0.4 -1.2 -0.6 -0.37
C 0.295 -1.001 2.025 -2.6 2.3 -4.5 0.26
C -0.754 -0.424 1.092 2.1 -1.2 2.8 0.37
C -2.328 -0.174 1.600 0.4 -2.8 -1.2 -0.79
I -2.553 1.596 2.887 0.2 -0.8 -0.7 0.09
C -3.397 -0.258 0.360 0.3 -0.2 -1.1 -0.31
C -3.593 1.132 -0.487 -0.6 -0.4 -1.2 -0.72
C -0.108 -0.163 -0.396 -3.1 0.3 -3.0 0.21
O -0.779 -0.014 -1.559 5.2 -0.8 7.9 -0.43
O 1.353 -0.181 -0.200 -2.6 -2.4 1.3 -0.25
C 1.582 -1.043 1.005 4.7 -2.9 2.4 0.26
O 2.722 -1.722 1.224 -7.7 4.9 -2.0 -0.52
H 5.051 2.281 6.117 0.2 0.5 -1.3 0.27
H 4.840 3.487 4.884 0.7 -1.3 0.3 0.28
H 5.815 -0.167 5.120 -1.2 0.4 -1.0 0.30
H 3.643 0.372 6.274 0.1 -1.1 -2.1 0.21
H 3.803 -1.382 5.593 -0.2 2.4 -0.8 0.37
H 1.844 0.946 4.766 0.8 -2.2 -1.3 0.24
H 2.760 0.165 3.229 -1.1 -0.4 2.1 0.02
H 1.112 -1.405 5.634 0.7 0.0 -2.4 0.32
H 2.143 -2.379 4.392 -1.4 2.4 -0.2 0.34
H -0.788 -0.896 4.096 1.9 -0.8 -1.3 0.25
H -0.212 -2.612 3.563 0.6 2.5 -0.1 0.29
H -2.561 -1.112 2.301 0.6 2.2 -1.4 0.44
H -2.952 -1.054 -0.410 -0.8 1.6 1.8 0.21
H -4.463 -0.687 0.664 2.5 1.1 -0.2 0.37
H -3.309 0.959 -1.632 -0.5 0.3 2.6 0.00
H -2.938 2.033 -0.128 -1.5 -1.8 -0.4 0.32
H -4.758 1.358 -0.496 2.6 0.0 0.2 0.28
C -0.450 -0.980 -5.385 0.0 -0.2 -0.3 -1.17
C -1.527 -0.060 -4.833 0.4 -0.4 0.5 0.09
O -2.069 0.783 -5.857 -0.9 -0.2 -0.8 -0.36
C -2.899 0.180 -6.741 0.2 -0.7 0.1 0.73
O -3.223 -1.001 -6.736 0.4 1.8 0.0 -0.56
O -3.291 1.102 -7.653 0.3 -0.5 0.8 -0.33
C -4.084 0.566 -8.710 -0.3 -0.1 -0.4 -0.62
H 0.329 -0.399 -5.890 0.0 0.0 0.2 0.33
H 0.005 -1.567 -4.584 0.0 0.1 0.0 0.33
H -0.857 -1.673 -6.127 0.0 0.1 0.2 0.32
H -1.081 0.602 -4.082 -0.2 0.1 -0.3 0.18
H -2.325 -0.621 -4.333 0.1 0.1 -0.3 0.27
H -4.957 0.032 -8.320 0.3 0.0 0.0 0.29
H -3.474 -0.095 -9.333 -0.2 0.0 0.2 0.29
H -4.436 1.397 -9.327 0.2 0.0 0.3 0.22

47
Properties=species:S:1:pos:R:3:forces:R:3:mulliken_charge:R:1 method="wB97M-V/def2-TZVPD" total_charge=0 homo_lumo_gap_ev=9.372 smiles="CCCCCCCCCCCn1cc2c(=O)[nH]cnc2n1" max_force_ev_per_a=7.3
C 2.317 4.829 -3.751 -1.9 -1.7 1.0 -1.41
C 1.696 4.730 -2.306 3.1 -2.5 -0.3 -0.47
C 1.278 3.295 -2.023 -2.1 -0.1 -1.7 -0.68
C 0.173 3.176 -0.962 -1.2 -2.4 -3.3 -0.81
C -0.151 1.629 -0.651 -0.9 -0.4 -0.8 -0.65
C -1.319 1.513 0.376 -0.5 1.3 -1.2 -0.81
C -1.344 0.170 1.032 -0.4 0.0 3.0 -0.01
C -2.677 0.050 1.948 1.7 0.0 1.7 -1.13
C -2.614 -0.952 3.255 -0.6 1.1 -2.3 -0.70
C -2.578 -2.398 2.849 0.7 -0.9 -1.1 -0.57
C -1.206 -3.138 2.862 -1.3 -1.6 0.7 -0.88
N -0.327 -3.011 1.751 -0.1 1.0 -2.8 0.91
C -0.555 -3.656 0.617 0.9 -2.0 -1.4 -0.40
C 0.649 -3.583 -0.112 0.5 0.1 -0.1 0.25
C 1.336 -4.040 -1.283 -5.1 -3.1 -4.2 -0.02
O 0.744 -4.618 -2.237 0.5 0.6 1.8 -0.68
N 2.631 -3.790 -1.547 2.5 2.6 -0.8 -0.23
C 3.230 -2.770 -0.836 0.1 1.7 2.6 -0.16
N 2.723 -2.292 0.267 0.3 0.2 -1.3 -0.60
C 1.431 -2.699 0.601 0.8 0.7 0.9 0.83
N 0.808 -2.254 1.671 0.1 -0.5 2.4 -1.01
H 3.244 4.317 -3.892 0.7 -0.4 0.3 0.34
H 1.661 4.511 -4.593 0.0 -0.1 0.9 0.34
H 2.451 5.817 -3.913 0.9 3.3 -0.8 0.48
H 0.924 5.391 -2.110 -1.6 1.4 -0.1 0.51
H 2.468 4.910 -1.514 -0.3 0.5 -0.8 0.25
H 2.109 2.650 -1.842 0.8 -0.3 0.5 0.43
H 0.870 2.906 -2.996 0.1 0.1 0.7 0.25
H -0.763 3.688 -1.406 1.2 -0.9 0.8 0.25
H 0.495 3.770 -0.175 0.3 0.6 2.3 0.51
H -0.527 0.970 -1.558 0.8 1.9 1.1 0.28
H 0.730 0.990 -0.363 -0.5 1.1 0.3 0.32
H -1.301 2.436 1.049 0.0 -1.5 -0.4 0.36
H -2.298 1.569 -0.195 1.0 0.4 0.4 0.25
H -1.347 -0.594 0.299 0.1 -0.9 -0.9 0.29
H -0.379 0.055 1.632 -1.4 -0.1 -0.4 0.32
H -2.769 1.094 2.279 -0.2 -0.3 0.5 0.45
H -3.614 -0.127 1.418 0.3 -0.4 -0.4 0.38
H -1.804 -0.677 3.909 0.3 0.1 0.3 0.38
H -3.547 -0.963 3.800 -0.3 1.2 0.3 0.30
H -3.212 -3.017 3.488 0.1 0.2 0.3 0.52
H -3.100 -2.489 1.845 0.9 -0.1 0.8 0.27
H -0.495 -2.971 3.667 -0.8 0.4 0.8 0.40
H -1.549 -4.248 2.924 1.1 1.6 -0.2 0.29
H -1.438 -4.281 0.444 0.5 0.3 0.2 0.45
H 2.771 -3.658 -2.568 -0.1 -1.0 0.9 0.29
H 4.176 -2.241 -1.147 -0.9 -1.3 -0.1 0.36

49
Properties=species:S:1:pos:R:3:forces:R:3:mulliken_charge:R:1 method="wB97M-V/def2-TZVPD" total_charge=0 homo_lumo_gap_ev=8.507 smiles="CCCc1nnc(SCC(=O)N2CCCC2)n1C[C@@H]1CCCO1" max_force_ev_per_a=19.5
C -1.631 3.463 1.225 -5.2 -0.7 -2.4 -1.16
C -1.616 3.054 -0.322 1.7 4.7 0.0 -0.13
C -2.056 1.751 -0.736 19.3 1.3 -2.2 -2.01
C -0.926 0.870 0.060 -1.4 -1.2 0.2 0.27
N -1.113 0.376 1.342 3.0 -1.5 -5.7 -0.60
N -0.109 -0.632 1.292 0.2 -0.3 4.6 -0.29
C 0.715 -0.578 0.283 -0.9 -1.8 3.9 0.61
S 2.058 -1.769 0.180 -1.4 2.4 0.6 -0.18
C 1.103 -2.934 -0.782 16.4 -3.2 -0.7 -0.33
C -0.114 -2.869 -0.980 -18.8 3.8 2.3 -0.42
O -0.673 -2.091 -1.783 1.1 -1.5 -0.7 -0.64
N -0.992 -3.216 0.190 4.1 1.3 -6.3 0.36
C -0.405 -3.830 1.281 -4.2 5.2 5.5 -0.76
C -1.794 -3.939 2.073 2.7 -1.9 5.4 -0.71
C -2.779 -2.800 1.679 9.9 1.8 -0.4 -0.65
C -2.432 -2.845 0.190 0.6 -1.8 -1.3 -0.77
N 0.212 0.282 -0.530 0.5 4.0 -4.9 0.62
C 1.092 0.561 -1.846 -8.7 7.9 3.0 -2.08
C 2.083 1.602 -1.717 2.2 3.6 -0.9 0.78
C 3.164 1.477 -0.613 0.7 5.4 -8.0 -1.98
C 3.565 2.867 -0.288 3.1 -1.1 -3.1 -0.93
C 2.322 3.551 -0.286 -0.2 3.8 -1.5 -0.23
O 1.643 3.010 -1.311 -3.6 -3.5 -4.3 -0.42
H -1.500 4.520 1.404 0.6 0.1 -0.2 0.38
H -2.811 3.264 1.604 3.4 0.1 -0.5 0.25
H -0.921 2.801 1.587 1.1 -0.8 1.9 0.37
H -2.266 3.609 -0.914 -1.4 2.5 -0.5 0.58
H -0.614 3.398 -0.737 -0.9 -1.0 0.5 0.05
H -2.763 1.526 -0.358 -16.5 -5.2 8.3 0.97
H -1.958 1.428 -1.684 0.1 -0.3 -3.5 0.53
H 1.532 -3.843 -0.344 -0.6 -0.4 -0.3 0.58
H 1.600 -2.845 -1.780 -0.3 -0.4 0.5 0.47
H 0.145 -3.082 2.032 -0.6 -0.6 -2.0 0.26
H 0.244 -4.595 1.359 1.5 -3.5 -1.1 0.53
H -2.147 -4.994 2.012 -0.3 0.8 -0.1 0.31
H -1.355 -3.821 3.289 -1.9 -0.5 -3.2 0.30
H -2.267 -1.892 2.324 -2.0 -1.7 -2.2 0.18
H -3.667 -3.056 1.902 -6.6 -1.3 1.7 0.66
H -2.785 -3.814 -0.336 -0.9 1.7 0.9 0.43
H -2.645 -1.998 -0.489 0.4 -0.3 0.6 0.26
H 0.209 0.989 -2.629 2.1 -0.6 2.0 0.34
H 1.112 -0.285 -2.253 1.9 -7.1 -3.1 0.94
H 2.369 1.724 -2.871 0.4 0.0 2.5 0.16
H 3.777 0.812 -1.044 4.0 -1.6 -1.9 0.84
H 2.804 0.809 -0.106 -4.4 -5.7 7.8 1.01
H 4.107 2.720 0.525 2.1 0.5 4.5 0.49
H 4.350 3.254 -1.007 -1.2 -0.4 0.2 0.24
H 2.298 4.637 -0.695 0.6 -1.2 1.9 0.29
H 1.836 3.372 0.607 -1.3 0.3 2.3 0.23

no.,HOMO energy (Ha)
1,-0.34925
2,-0.32928
3,-0.30029